# 1
Molecular formula: CH3Cl2FSi
Method: DFT, the ωB97M-V functional and the def2-TZVPD basis

Summary:
Net charge: 0
HOMO-LUMO gap, eV: 12.356
Multiplicity: 1
Lowest unoccupied orbital energy, eV: 0.604
Energy relative to the best compared isomer or geometry (same formula, charge and spin), kJ/mol: 0.0

Atoms and positions in Å:
Cl (0.7335, -2.1036, 1.0263)
Cl (-0.9245, 0.5178, 2.2121)
Si (-0.3650, -0.4901, 0.5732)
F (-1.7313, -1.0628, -0.0713)
C (0.4468, 0.6126, -0.7295)
H (1.3788, 1.0401, -0.3714)
H (-0.2071, 1.4352, -1.0065)
H (0.6687, 0.0506, -1.6328)

***

# 2
Molecular formula: CH3Cl2N3O
Method: DFT, the ωB97M-V functional and the def2-TZVPD basis

Summary:
Net charge: 0
HOMO-LUMO gap, eV: 8.158
Multiplicity: 1
Lowest unoccupied orbital energy, eV: -1.018
Energy relative to the best compared isomer or geometry (same formula, charge and spin), kJ/mol: 253.6

Atoms and positions in Å:
Cl (1.2824, -2.9960, 1.0370)
Cl (2.9560, -1.5272, -0.7887)
O (-1.6050, 0.2741, 0.5067)
N (-0.6837, -0.7224, 0.3704)
N (1.6234, -1.3757, 0.2571)
N (0.7472, 0.6156, -0.7536)
C (0.5820, -0.4774, -0.0823)
H (-0.6868, -1.2606, 1.2193)
H (1.6948, 0.5641, -0.9932)
H (-1.4482, 0.9092, -0.3261)

***

# 3
Molecular formula: CH3Cl2NO
Method: DFT, the ωB97M-V functional and the def2-TZVPD basis

Summary:
Net charge: 0
HOMO-LUMO gap (spin up / spin down), eV: 5.678 / 5.968
Multiplicity: 3
Lowest unoccupied orbital energy (spin up / spin down), eV: 0.470 / -4.292
Energy relative to the best compared isomer or geometry (same formula, charge and spin), kJ/mol: 16.3

Atoms and positions in Å:
Cl (-1.4599, 1.7910, -0.0023)
Cl (-2.2241, -1.0442, -0.2150)
O (-0.4066, -0.2868, 1.3933)
N (0.1936, -0.3170, -0.8147)
C (-0.7703, -0.0234, 0.1581)
H (-0.9909, 0.3092, 1.9038)
H (0.0259, 0.0044, -1.8322)
H (1.1191, -0.3536, -0.3502)

***

# 4
Molecular formula: CH3Cl2NO2S
Method: DFT, the ωB97M-V functional and the def2-TZVPD basis

Summary:
Net charge: 0
HOMO-LUMO gap, eV: 11.538
Multiplicity: 1
Lowest unoccupied orbital energy, eV: 0.372
Energy relative to the best compared isomer or geometry (same formula, charge and spin), kJ/mol: 56.4

Atoms and positions in Å:
Cl (0.9814, -2.2727, -0.6264)
Cl (2.4992, -0.3031, 0.8305)
S (0.0323, 0.5859, -0.2178)
O (0.4480, 0.5023, -1.5976)
O (0.3026, 1.7278, 0.6250)
N (-1.6575, 0.3526, -0.1414)
C (0.8046, -0.9102, 0.5125)
H (-1.9631, 0.2661, -1.1014)
H (-2.0550, 1.2474, 0.1509)
H (0.6076, -1.1960, 1.5657)

***

# 5
Molecular formula: CH3Cl2O2P
Method: DFT, the ωB97M-V functional and the def2-TZVPD basis

Summary:
Net charge: 0
HOMO-LUMO gap, eV: 11.516
Multiplicity: 1
Lowest unoccupied orbital energy, eV: 0.384
Energy relative to the best compared isomer or geometry (same formula, charge and spin), kJ/mol: 149.5

Atoms and positions in Å:
Cl (-0.7146, 1.9941, 0.2984)
Cl (2.3018, 1.1480, -0.4283)
P (0.4284, 0.6220, -0.6147)
O (-0.0655, 0.4482, -1.9599)
O (-1.5229, -0.8608, 0.1858)
C (0.1874, -0.8281, 0.4142)
H (0.6676, -1.7688, -0.0099)
H (-1.6695, -0.0809, 0.6193)
H (0.3872, -0.6738, 1.4952)

***

# 6
Molecular formula: CH3Cl2OP
Method: DFT, the ωB97M-V functional and the def2-TZVPD basis

Summary:
Net charge: 0
HOMO-LUMO gap, eV: 9.894
Multiplicity: 1
Lowest unoccupied orbital energy, eV: 0.521
Energy relative to the best compared isomer or geometry (same formula, charge and spin), kJ/mol: 186.3

Atoms and positions in Å:
Cl (0.5830, -2.5003, 2.2995)
Cl (2.2046, 0.2645, 2.5089)
P (1.8630, -1.2695, 1.2555)
O (0.8457, 0.8391, -0.3941)
C (0.3208, -0.2958, 0.2720)
H (-0.0421, -0.9171, -0.4926)
H (-0.4570, 0.0627, 0.9979)
H (0.8628, 1.4139, 0.4722)